(1)
Molecular formula: C6H29N2O7
Method: DFT, the ωB97M-V functional and the def2-TZVPD basis

ORCA input file:
```
! wB97M-V def2-TZVPD RIJCOSX def2/J DEFGRID3
* xyz 1 1
C -0.241 -1.930 -1.627
C -0.680 -0.725 -0.751
C -1.081 0.445 -1.566
C -2.368 0.886 -1.496
N -2.776 2.121 -1.972
C 0.000 1.132 -2.357
C 0.524 2.358 -1.642
N 0.497 -2.902 -0.709
H -1.129 -2.424 -2.089
H 0.480 -1.597 -2.379
H -1.453 -1.103 -0.051
H 0.195 -0.385 -0.102
H -3.146 0.349 -0.941
H -2.216 2.582 -2.703
H -3.740 2.215 -2.171
H -0.440 1.439 -3.335
H 0.802 0.410 -2.567
H 0.901 2.141 -0.653
H 1.327 2.806 -2.149
H -0.282 3.141 -1.538
H -0.181 -3.283 -0.025
H 0.860 -3.641 -1.274
H 1.289 -2.377 -0.142
H 0.122 0.997 1.705
H 1.191 0.640 2.842
O 0.659 0.254 2.073
H -1.709 -4.219 1.586
H -1.493 -2.680 1.669
O -1.456 -3.459 1.067
H 2.670 -0.932 0.106
H 1.676 -0.842 1.280
O 2.197 -1.451 0.700
H -1.198 2.982 1.595
H -1.381 2.184 0.304
O -1.026 2.150 1.184
H 2.112 2.229 4.348
H 2.199 0.760 4.935
O 2.038 1.287 4.140
H 2.765 1.057 -1.195
H 4.204 0.257 -1.243
O 3.204 0.148 -1.192
H -0.562 -0.783 2.592
H -2.044 -0.841 2.965
O -1.309 -1.398 2.776
*
```

The value obtained for the HOMO-LUMO gap is 0.3155 Ha. As for the lowest unoccupied orbital energy: -0.082 hartree. As for the total energy: -882.01976 hartree.

(2)
Molecular formula: C32H51AsI2N3O5SbSi3Ti
Method: DFT, the ωB97M-V functional and the def2-TZVPD basis

ORCA input file:
```
! wB97M-V def2-TZVPD RIJCOSX def2/J DEFGRID3
* xyz 0 1
Ti -0.307 -0.965 1.449
O -1.344 1.750 4.017
C -0.884 1.156 3.102
O -1.492 0.152 2.429
C 0.501 1.478 2.435
O 1.094 2.497 2.601
O 0.880 0.489 1.602
O -1.512 -2.128 -0.698
C -0.787 -3.321 -0.976
C 0.664 -3.125 -0.651
C 1.614 -3.924 -1.241
C 2.948 -3.790 -0.875
C 3.290 -2.849 0.068
C 2.290 -2.060 0.607
N 1.000 -2.187 0.260
H -2.446 -2.282 -0.885
H -0.879 -3.590 -2.031
H -1.182 -4.152 -0.381
H 1.309 -4.659 -1.974
H 3.700 -4.433 -1.312
H 4.304 -2.705 0.411
H 2.530 -1.299 1.331
N -4.380 -5.601 5.520
C -3.773 -4.986 4.765
C -3.034 -4.203 3.800
C -3.639 -3.087 3.218
C -2.896 -2.344 2.333
N -1.634 -2.660 2.001
C -1.078 -3.758 2.530
C -1.748 -4.560 3.443
H -4.654 -2.807 3.456
H -3.320 -1.469 1.861
H -0.059 -4.020 2.239
H -1.231 -5.406 3.875
C 3.593 2.854 -2.271
As 2.792 1.609 -0.978
C 3.766 0.023 -1.636
C 3.906 2.192 0.590
C 4.802 1.128 1.143
C 6.090 0.924 0.652
C 6.887 -0.097 1.151
C 6.411 -0.936 2.150
C 5.130 -0.745 2.650
C 4.342 0.287 2.156
H 4.677 2.732 -2.273
H 3.353 3.882 -1.999
H 3.213 2.655 -3.273
H 4.342 0.290 -2.522
H 3.055 -0.758 -1.906
H 4.445 -0.371 -0.884
H 3.193 2.506 1.352
H 4.472 3.065 0.265
H 6.471 1.573 -0.129
H 7.885 -0.239 0.756
H 7.035 -1.728 2.543
H 4.738 -1.397 3.422
H 3.355 0.450 2.575
C 0.354 4.167 -0.662
Si -1.348 3.525 -0.262
C -1.823 3.993 1.475
C -2.542 4.387 -1.412
Sb -1.407 0.948 -0.626
Si -1.223 0.676 -3.189
C 0.579 0.710 -3.671
C -2.054 2.031 -4.177
C -1.917 -0.968 -3.756
Si -3.975 0.686 -0.387
C -4.507 1.107 1.359
C -5.000 1.742 -1.545
C -4.530 -1.069 -0.802
H 0.310 5.261 -0.673
H 0.707 3.825 -1.637
H 1.083 3.859 0.090
H -1.877 5.086 1.502
H -1.096 3.683 2.225
H -2.795 3.596 1.772
H -2.338 5.458 -1.313
H -3.582 4.225 -1.138
H -2.425 4.118 -2.460
H 1.005 1.701 -3.511
H 0.674 0.462 -4.733
H 1.176 0.001 -3.096
H -1.500 2.968 -4.100
H -3.086 2.232 -3.892
H -2.049 1.727 -5.228
H -1.278 -1.796 -3.444
H -1.945 -0.955 -4.850
H -2.929 -1.167 -3.405
H -4.768 2.166 1.414
H -3.742 0.926 2.115
H -5.397 0.531 1.629
H -4.996 2.794 -1.267
H -6.034 1.387 -1.482
H -4.689 1.671 -2.587
H -4.183 -1.845 -0.116
H -4.248 -1.349 -1.819
H -5.623 -1.086 -0.762
I 0.796 -1.594 3.896
I 2.425 -4.871 2.661
*
```

The value obtained for the HOMO-LUMO gap (spin up / spin down) is 0.1792 / 0.1793 Ha. As for the lowest unoccupied orbital energy (spin up / spin down): -0.066 / -0.066 hartree. As for the total energy: -6580.00737 hartree.

(3)
Molecular formula: C3H7O2Pr
Method: DFT, the ωB97M-V functional and the def2-TZVPD basis

ORCA input file:
```
! wB97M-V def2-TZVPD RIJCOSX def2/J DEFGRID3
* xyz 1 4
C 0.473 -1.804 -0.017
C -0.825 -1.047 0.038
O -0.474 0.398 0.144
C -1.473 1.314 0.159
Pr 1.981 0.105 0.100
H 0.585 -2.490 0.833
H 0.575 -2.377 -0.949
H -1.439 -1.250 0.927
H -1.450 -1.138 -0.863
H 2.652 2.932 -0.366
H -2.467 0.975 -0.138
O 3.027 2.043 -0.222
H -1.164 2.339 0.355
*
```

The value obtained for the HOMO-LUMO gap (spin up / spin down) is 0.2454 / 0.2906 Ha. As for the lowest unoccupied orbital energy (spin up / spin down): -0.185 / -0.183 hartree. Its expectation value of S² is 3.779. As for the total energy: -785.64246 hartree.